# 1
C4H3INO2 | ωB97M-V with the def2-TZVPD basis set

Each line ends with the Mulliken spin population.
Geometry (Å):
C (-1.130, -0.341, 0.626)  0.0696
C (-2.105, -0.355, 1.286)  0.7497
C (-4.311, -1.874, 0.075)  -0.0295
C (0.204, -0.122, 0.085)  0.0105
N (-4.571, -0.675, 0.863)  0.8746
O (-4.799, -1.806, -1.069)  0.0416
O (-3.906, -2.760, 0.809)  0.1360
I (-5.036, 0.909, -0.216)  0.1603
H (0.361, 1.027, 0.278)  -0.0058
H (1.010, -0.484, 0.912)  -0.0073
H (0.473, -0.366, -0.974)  0.0003

Output
2S+1: 3
⟨S²⟩: 2.026
total charge: -1
E_HOMO (spin up / spin down): -0.178 / -0.170 Eh

---

# 2
C10H14O2 | ωB97M-V with the def2-TZVPD basis set

Each line ends with the Mulliken charge.
Geometry (Å):
O (-2.534, 1.142, 0.892)  -0.6230
C (-1.509, 0.483, 1.575)  -0.2844
C (-0.300, 1.473, 1.673)  -1.0791
C (0.812, 0.739, 0.880)  -0.0703
C (0.585, -0.649, 1.319)  -1.0944
C (-0.853, -0.707, 0.795)  -0.1374
C (-0.645, -0.367, -0.713)  -0.3078
C (-0.145, -1.503, -1.666)  -1.1734
C (1.223, -1.064, -2.201)  -0.0129
O (1.339, 0.129, -2.885)  -0.4919
C (1.588, 0.255, -1.495)  -0.4270
C (0.424, 0.723, -0.618)  -0.1863
H (-2.173, 1.506, 0.065)  0.3974
H (-1.839, 0.152, 2.587)  0.4851
H (-0.480, 2.496, 1.274)  0.3655
H (0.015, 1.557, 2.720)  0.3694
H (1.786, 1.144, 1.101)  0.5971
H (0.619, -0.718, 2.406)  0.3982
H (1.266, -1.379, 0.921)  0.3544
H (-1.383, -1.651, 0.924)  0.4363
H (-1.584, 0.031, -1.162)  0.5541
H (-0.010, -2.455, -1.129)  0.3563
H (-0.838, -1.681, -2.522)  0.3247
H (1.932, -1.873, -2.517)  0.3752
H (2.611, 0.549, -1.230)  0.4476
H (0.094, 1.669, -0.994)  0.4264

Output
energy relative to the best compared isomer or geometry (same formula, charge and spin): 1.541 eV
E_HOMO: -0.357 Eh

---

# 3
C4H9O3Tb | ωB97M-V with the def2-TZVPD basis set

Each line ends with the Mulliken spin population.
Geometry (Å):
C (2.644, -0.191, -2.232)  0.0055
O (1.589, 0.673, -1.810)  -0.0088
H (3.488, 0.401, -2.608)  0.0016
H (2.960, -0.834, -1.401)  -0.0012
H (2.247, -0.813, -3.045)  -0.0026
O (-1.873, 1.256, -0.195)  0.0157
C (-2.250, 0.993, 1.135)  -0.0230
C (-1.170, 0.553, 2.104)  0.5672
O (-0.419, -0.586, 2.081)  -0.0109
C (-0.418, -1.394, 0.857)  -0.2923
Tb (-0.573, -0.068, -1.063)  6.6308
H (-3.032, 0.197, 1.122)  0.0619
H (-2.699, 1.895, 1.594)  0.0005
H (1.916, 1.558, -1.493)  0.0044
H (-1.642, 0.465, 3.082)  0.0235
H (-1.266, -2.103, 0.928)  0.0039
H (0.498, -2.002, 0.943)  0.0238

Output
2S+1: 8
⟨S²⟩: 16.181
total charge: +1
E_HOMO (spin up / spin down): -0.408 / -0.417 Eh

---

# 4
C4H12O | ωB97M-V with the def2-TZVPD basis set

Each line ends with the Mulliken charge.
Geometry (Å):
C (2.474, 0.472, 1.347)  -0.8966
C (1.197, -0.355, 1.788)  -0.3063
O (1.135, -1.657, 1.036)  -0.5005
H (2.198, 0.705, 0.269)  0.1915
H (3.262, -0.193, 1.196)  0.3162
H (2.700, 1.389, 1.842)  0.3479
H (1.233, -0.521, 2.876)  0.3213
H (0.355, 0.256, 1.589)  0.2309
H (0.782, -1.250, 0.247)  0.2914
C (-1.939, 0.945, -1.653)  -0.7556
C (-1.916, -0.616, -1.399)  -0.7176
H (-2.708, 1.274, -2.438)  0.2886
H (-2.385, 1.575, -0.848)  0.2641
H (-0.867, 1.265, -1.801)  0.2172
H (-1.263, -1.039, -2.247)  0.2361
H (-2.788, -1.207, -1.337)  0.3592
H (-1.470, -1.044, -0.467)  0.1122

Output
energy relative to the best compared isomer or geometry (same formula, charge and spin): 1.639 eV
E_HOMO: -0.386 Eh

---

# 5
C9H36F2HgNO13S2 | ωB97M-V with the def2-TZVPD basis set

Each line ends with the Mulliken spin population.
Geometry (Å):
Hg (0.790, 3.677, -1.657)  0.9559
N (0.228, 1.641, -1.126)  -0.0100
S (-0.776, 0.972, -0.238)  -0.0080
O (-0.439, 0.282, 0.990)  0.0184
O (-1.996, 0.523, -0.926)  0.0097
F (-1.411, 2.393, 0.331)  -0.0052
S (0.838, 0.115, -1.669)  -0.0048
O (0.057, -0.943, -2.292)  0.0189
O (2.123, -0.277, -1.118)  0.0025
F (1.439, 0.754, -3.015)  -0.0003
C (4.646, 1.995, -4.638)  0.0008
O (4.860, 3.085, -3.771)  0.0003
H (4.556, 2.526, -5.586)  0.0000
H (5.535, 1.367, -4.592)  -0.0001
H (3.742, 1.469, -4.330)  0.0004
H (4.220, 3.766, -3.987)  0.0004
C (-2.530, -2.874, -2.205)  0.0002
O (-3.070, -4.114, -1.683)  0.0000
H (-1.536, -2.960, -2.644)  0.0000
H (-3.115, -2.582, -3.077)  0.0000
H (-2.500, -2.070, -1.470)  -0.0002
H (-3.719, -4.371, -2.341)  0.0000
C (-1.742, 3.796, 3.878)  0.0004
O (-0.905, 3.850, 4.996)  0.0000
H (-2.751, 3.525, 4.189)  0.0000
H (-1.985, 4.790, 3.502)  0.0000
H (-1.519, 3.136, 3.039)  0.0000
H (-1.322, 4.467, 5.601)  0.0000
C (-5.165, -0.467, -1.803)  0.0001
O (-6.447, 0.207, -1.817)  0.0000
H (-4.442, 0.283, -2.125)  -0.0004
H (-4.795, -0.728, -0.812)  -0.0001
H (-5.156, -1.208, -2.603)  0.0000
H (-7.177, -0.394, -1.652)  0.0000
C (-4.055, -0.418, 2.099)  0.0003
O (-5.251, 0.027, 1.569)  0.0000
H (-4.187, -1.127, 2.916)  0.0000
H (-3.439, -0.822, 1.296)  -0.0001
H (-3.383, 0.331, 2.518)  0.0002
H (-5.136, 0.859, 1.104)  0.0000
O (-4.483, 2.367, 0.481)  -0.0001
H (-5.259, 2.677, 0.014)  -0.0001
H (-3.946, 3.151, 0.600)  0.0000
O (3.000, 2.817, -1.325)  0.0296
H (3.212, 2.172, -0.651)  -0.0064
H (3.831, 2.985, -1.768)  -0.0028
C (4.861, -2.405, 0.176)  0.0000
C (5.520, -1.288, -0.652)  0.0003
O (4.702, -1.127, -1.806)  0.0002
H (5.057, -3.357, -0.317)  0.0000
H (3.772, -2.449, 0.145)  0.0000
H (5.110, -2.537, 1.229)  0.0000
H (6.406, -1.652, -1.171)  0.0000
H (5.702, -0.367, -0.097)  0.0000
H (3.774, -0.970, -1.617)  -0.0002
C (0.936, -2.619, 3.147)  -0.0001
C (2.191, -3.190, 3.808)  0.0000
O (2.692, -2.108, 4.575)  0.0000
H (0.416, -3.459, 2.687)  0.0000
H (1.113, -1.828, 2.418)  0.0000
H (0.359, -2.109, 3.918)  0.0001
H (2.892, -3.517, 3.041)  0.0000
H (1.943, -4.024, 4.464)  0.0000
H (3.117, -1.644, 3.849)  0.0000

Output
2S+1: 2
⟨S²⟩: 0.752
E_HOMO (spin up / spin down): -0.336 / -0.336 Eh

---

# 6
C30H31NO6 | ωB97M-V with the def2-TZVPD basis set

Each line ends with the Mulliken charge.
Geometry (Å):
C (5.234, 1.180, 0.389)  -1.2958
C (4.442, 2.095, -0.537)  -0.2584
C (3.486, 3.029, 0.207)  -0.6900
C (2.293, 2.305, 0.857)  -1.5504
C (1.391, 1.691, -0.172)  0.6897
C (1.561, 0.392, -0.533)  -1.0705
C (0.753, -0.267, -1.508)  0.5281
C (0.929, -1.577, -1.940)  0.6203
C (2.099, -2.374, -1.627)  -0.2664
C (2.303, -3.727, -1.747)  -0.4106
C (3.632, -3.972, -1.338)  -0.8613
C (4.151, -2.763, -0.997)  -0.4113
O (3.236, -1.789, -1.165)  -0.2110
C (-0.059, -2.182, -2.803)  -0.4061
O (0.069, -3.195, -3.457)  -0.7214
C (-1.445, -1.460, -2.761)  1.9435
C (-2.457, -2.087, -3.704)  -1.9160
O (-1.847, -1.664, -1.388)  -0.3042
C (-2.581, -0.729, -0.793)  0.6682
O (-2.898, 0.316, -1.322)  -0.7293
C (-2.925, -1.083, 0.597)  -0.0054
C (-2.433, -2.234, 1.205)  -0.6308
C (-2.756, -2.530, 2.514)  -0.6058
C (-3.583, -1.675, 3.241)  0.9863
O (-3.962, -1.868, 4.526)  -0.4585
C (-3.522, -3.024, 5.201)  -0.8404
C (-4.077, -0.516, 2.629)  -0.7560
C (-3.752, -0.226, 1.327)  -0.3318
C (-1.211, 0.013, -3.052)  -0.3379
O (-1.642, 0.597, -4.016)  -0.6473
C (-0.256, 0.583, -2.080)  0.1517
C (-0.350, 1.889, -1.733)  -0.4398
N (0.435, 2.465, -0.788)  0.5336
C (0.093, 3.799, -0.348)  -1.2787
C (-0.924, 3.813, 0.788)  0.0566
C (-1.146, 2.636, 1.689)  -0.4195
C (-2.202, 3.035, 0.704)  -0.4705
H (5.773, 1.761, 1.135)  0.3925
H (5.956, 0.607, -0.186)  0.3564
H (4.584, 0.477, 0.903)  0.2662
H (3.881, 1.491, -1.252)  0.1403
H (5.144, 2.711, -1.103)  0.4044
H (4.037, 3.553, 0.990)  0.4820
H (3.117, 3.778, -0.498)  0.3449
H (2.674, 1.513, 1.501)  0.5809
H (1.746, 3.003, 1.492)  0.3507
H (2.322, -0.180, -0.032)  0.5731
H (1.591, -4.446, -2.094)  0.6117
H (4.131, -4.919, -1.305)  0.4732
H (5.115, -2.466, -0.634)  0.4914
H (-2.121, -1.941, -4.726)  0.3729
H (-3.424, -1.606, -3.574)  0.4623
H (-2.538, -3.151, -3.500)  0.3985
H (-1.791, -2.896, 0.645)  0.4981
H (-2.361, -3.429, 2.960)  0.4064
H (-2.431, -3.049, 5.285)  0.3346
H (-3.871, -3.935, 4.706)  0.3440
H (-3.959, -2.966, 6.197)  0.2432
H (-4.716, 0.132, 3.206)  0.4377
H (-4.132, 0.662, 0.847)  0.4631
H (-1.095, 2.511, -2.206)  0.5277
H (-0.328, 4.337, -1.203)  0.4347
H (0.995, 4.329, -0.037)  0.5129
H (-0.985, 4.793, 1.247)  0.5110
H (-1.315, 2.823, 2.739)  0.3558
H (-0.605, 1.720, 1.500)  0.0922
H (-3.102, 3.500, 1.075)  0.2582
H (-2.367, 2.388, -0.144)  0.0263

Output
energy relative to the best compared isomer or geometry (same formula, charge and spin): 0.000 eV
E_HOMO: -0.248 Eh

---

# 7
C12H27CsN3OTa | ωB97M-V with the def2-TZVPD basis set

Each line ends with the Mulliken charge.
Geometry (Å):
N (1.976, -0.492, 0.272)  -0.5790
C (2.902, -1.081, 0.867)  0.9856
O (4.064, -1.445, 0.865)  -0.5194
Cs (4.092, -0.517, -1.728)  1.0610
Ta (0.101, -0.010, 0.312)  0.2586
N (-0.804, -1.630, -0.306)  0.5276
N (-0.138, 1.805, -0.407)  0.3266
C (-0.320, -3.051, -0.402)  1.1126
C (0.356, 3.121, 0.067)  1.3848
C (0.884, -3.072, -1.335)  -1.3387
C (-1.426, -3.956, -0.928)  -1.8359
C (0.084, -3.493, 1.003)  -1.3114
C (0.317, 4.145, -1.068)  -1.9059
C (-0.582, 3.577, 1.182)  -1.3639
C (1.777, 2.979, 0.585)  -1.5622
H (0.644, -2.604, -2.300)  0.3542
H (1.190, -4.114, -1.530)  0.4852
H (1.761, -2.562, -0.911)  0.1024
H (-2.268, -3.996, -0.225)  0.4598
H (-1.049, -4.982, -1.034)  0.4321
H (-1.774, -3.627, -1.912)  0.4181
H (0.944, -2.935, 1.399)  0.2036
H (0.357, -4.560, 0.988)  0.4317
H (-0.757, -3.362, 1.700)  0.3386
H (0.823, 3.762, -1.960)  0.4353
H (0.835, 5.061, -0.751)  0.4400
H (-0.709, 4.431, -1.317)  0.4765
H (-1.600, 3.691, 0.796)  0.3701
H (-0.252, 4.550, 1.573)  0.4543
H (-0.608, 2.867, 2.018)  0.2487
H (1.880, 2.303, 1.447)  0.2969
H (2.115, 3.974, 0.920)  0.4972
H (2.465, 2.650, -0.209)  0.2888
C (-1.305, 1.815, -1.337)  -1.1018
H (-1.384, 0.847, -1.852)  0.3921
H (-2.260, 2.067, -0.831)  0.3765
H (-1.141, 2.572, -2.118)  0.4021
C (-2.252, -1.332, -0.467)  -1.0869
H (-2.876, -2.069, 0.057)  0.3203
H (-2.496, -0.350, -0.027)  0.4515
H (-2.538, -1.314, -1.533)  0.3843
C (-0.210, 0.072, 2.334)  -1.2699
H (-1.174, 0.563, 2.540)  0.4317
H (0.594, 0.651, 2.813)  0.3852
H (-0.236, -0.946, 2.750)  0.3411

Output
energy relative to the best compared isomer or geometry (same formula, charge and spin): 0.000 eV
total charge: +2
E_HOMO: -0.571 Eh

---

# 8
CH2Br2ClOP | ωB97M-V with the def2-TZVPD basis set

Each line ends with the Mulliken spin population.
Geometry (Å):
C (1.912, -1.054, 1.286)  0.8342
O (-2.452, 1.639, 0.115)  0.1907
P (-1.631, 0.702, -0.628)  0.3344
Cl (0.506, -0.218, 0.941)  0.1277
Br (-2.880, -0.293, -2.364)  0.2630
Br (-0.013, 2.030, -1.518)  0.1906
H (1.968, -2.019, 1.657)  0.0356
H (2.590, -0.787, 0.510)  0.0238

Output
energy relative to the best compared isomer or geometry (same formula, charge and spin): 0.000 eV
2S+1: 3
⟨S²⟩: 2.014
E_HOMO (spin up / spin down): -0.329 / -0.398 Eh

---

Copy entry 4 word for word.
C4H12O | ωB97M-V with the def2-TZVPD basis set

Each line ends with the Mulliken charge.
Geometry (Å):
C (2.474, 0.472, 1.347)  -0.8966
C (1.197, -0.355, 1.788)  -0.3063
O (1.135, -1.657, 1.036)  -0.5005
H (2.198, 0.705, 0.269)  0.1915
H (3.262, -0.193, 1.196)  0.3162
H (2.700, 1.389, 1.842)  0.3479
H (1.233, -0.521, 2.876)  0.3213
H (0.355, 0.256, 1.589)  0.2309
H (0.782, -1.250, 0.247)  0.2914
C (-1.939, 0.945, -1.653)  -0.7556
C (-1.916, -0.616, -1.399)  -0.7176
H (-2.708, 1.274, -2.438)  0.2886
H (-2.385, 1.575, -0.848)  0.2641
H (-0.867, 1.265, -1.801)  0.2172
H (-1.263, -1.039, -2.247)  0.2361
H (-2.788, -1.207, -1.337)  0.3592
H (-1.470, -1.044, -0.467)  0.1122

Output
energy relative to the best compared isomer or geometry (same formula, charge and spin): 1.639 eV
E_HOMO: -0.386 Eh

---

- Number 7 is which compound?
  C12H27CsN3OTa